ORCA calculation (ωB97M-V with the def2-TZVPD basis set) on one molecule with the formula C4H5F3O.

Structure (ORCA input):
```
! RIJCOSX wB97M-V def2-TZVPD def2/J DEFGRID3
* xyz 0 1
C 0.1870 0.7616 0.0231
C -1.1122 -0.8894 0.6278
C 0.3485 -1.4886 0.6334
C 0.7929 1.4645 -1.0708
O -0.9836 0.1297 -0.3215
F -1.3395 -0.2692 1.8261
F 0.7713 -1.9566 -0.5845
F 0.4454 -2.4139 1.6003
H 0.2160 1.1567 1.0336
H -2.0707 -1.6292 0.4254
H 0.2337 1.1698 -1.9315
H 1.8920 1.3732 -1.2040
H 0.6192 2.5914 -1.0574
*
```

Its relative energy (zero: lowest compared OMol25 entry of this formula, charge and spin) is 68.52 kcal per mole. For the LUMO energy (spin up / spin down), the calculation gives 0.00643 / -0.00248 Ha. The total energy comes out at -530.1117 hartree.

=====

ORCA calculation (ωB97M-V with the def2-TZVPD basis set) on C28H26F6IN4O9S3TeW as an isolated structure.

Structure (ORCA input):
```
! RIJCOSX wB97M-V def2-TZVPD def2/J DEFGRID3
* xyz 0 2
W -0.6260 0.1109 1.4938
O -0.5831 2.2783 4.5235
S -1.7888 2.3575 3.6800
O -3.0091 2.8311 4.2956
O -0.1769 1.7465 1.4180
O -2.0117 1.0017 3.0057
F 1.9656 -2.7389 -1.0214
C 1.2737 -3.7748 -0.5476
F 0.2776 -4.0485 -1.3809
F 2.0741 -4.8251 -0.4458
S 0.5843 -3.3629 1.1066
O -0.3053 -2.2256 0.8653
O -0.0293 -4.5673 1.5503
N 1.8477 -3.0002 1.9619
S 2.2817 -1.5766 2.4351
O 2.4349 -1.4720 3.8451
O 1.5464 -0.4830 1.7666
C 3.9801 -1.4099 1.7334
F 3.9724 -1.5784 0.4213
F 4.4395 -0.1981 2.0240
F 4.7559 -2.3259 2.2951
I -1.2055 -4.2316 6.1715
C -0.8498 -2.5112 5.1093
C -0.4412 -1.2819 5.5973
N -0.3383 -0.4571 4.5608
N -0.6505 -1.0762 3.4102
C -0.9783 -2.3310 3.7379
H -0.2418 -0.9466 6.6005
H -0.2151 0.5652 4.5929
H -1.2989 -3.0394 2.9953
C 6.3579 0.2345 -3.0590
C 4.9139 0.2323 -2.6415
C 4.4717 0.9887 -1.5717
C 3.1355 1.0043 -1.1695
C 2.7800 1.9275 -0.0393
C 2.2202 0.2123 -1.8689
Te 0.1576 0.0005 -1.3491
N -2.1327 -0.1550 0.6326
C -3.2573 0.0957 -0.1350
O -3.1351 0.3324 -1.3207
C -4.5727 0.0491 0.5570
C -5.6997 0.3951 -0.1856
C -6.9515 0.3525 0.4000
C -7.0831 -0.0379 1.7280
C -5.9624 -0.3842 2.4673
C -4.7046 -0.3405 1.8846
C -0.5058 1.8617 -2.1099
C -0.1836 3.0284 -1.4214
C -0.5617 4.2623 -1.9210
C -1.2665 4.3285 -3.1147
C -1.5965 3.1644 -3.7833
C -1.2377 1.9060 -3.2972
C -1.7093 0.6971 -4.0611
C 2.6386 -0.5442 -2.9806
C 1.6934 -1.3551 -3.8328
C 3.9775 -0.5197 -3.3398
H 6.9842 0.7221 -2.3133
H 6.4860 0.7651 -4.0044
H 6.7248 -0.7823 -3.2031
H 5.1822 1.5948 -1.0195
H 3.5918 1.9754 0.6859
H 1.8759 1.6367 0.4859
H 2.6289 2.9373 -0.4270
H -5.5728 0.6923 -1.2175
H -7.8266 0.6229 -0.1760
H -8.0626 -0.0684 2.1877
H -6.0638 -0.6813 3.5025
H -3.8312 -0.5963 2.4657
H 0.3391 2.9777 -0.4800
H -0.3120 5.1622 -1.3744
H -1.5666 5.2861 -3.5203
H -2.1597 3.2169 -4.7079
H -2.7680 0.5284 -3.8604
H -1.1889 -0.2147 -3.7756
H -1.5772 0.8517 -5.1325
H 1.1446 -2.0998 -3.2571
H 2.2452 -1.8737 -4.6154
H 0.9573 -0.7113 -4.3191
H 4.2989 -1.1078 -4.1928
*
```

Its relative energy (zero: lowest compared OMol25 entry of this formula, charge and spin) is 30.97 kcal per mole. As for the expectation value of S²: 0.75. For the LUMO energy (spin up / spin down), the calculation gives -0.03101 / -0.05211 Ha. The total energy comes out at -4405.3446 hartree.

=====

ORCA calculation (ωB97M-V with the def2-TZVPD basis set) on one molecule with the formula C20H23F3N2O2.

Structure (ORCA input):
```
! RIJCOSX wB97M-V def2-TZVPD def2/J DEFGRID3
* xyz 0 1
C 1.8259 2.7943 -1.6765
C 2.0724 3.2497 -0.2419
O 3.1268 2.5420 0.3748
C 2.9226 1.2433 0.7879
C 1.7085 0.5820 0.8436
C 1.6349 -0.7253 1.3147
C 0.3055 -1.4223 1.3791
N 0.2639 -2.6357 0.5611
C -1.0706 -3.2119 0.4762
C -1.7980 -2.7795 -0.8189
N -1.3292 -1.4916 -1.2758
C -1.9541 -0.3173 -0.9612
C -1.5904 0.8785 -1.6058
C -2.1993 2.0750 -1.2965
C -3.2074 2.1409 -0.3471
C -3.5903 0.9640 0.2773
C -4.6859 0.9563 1.3013
F -5.0950 2.1794 1.6629
F -4.3210 0.3288 2.4377
F -5.7848 0.3051 0.8654
C -2.9834 -0.2469 -0.0123
C 0.0676 -1.5188 -1.6627
C 0.8360 -2.5162 -0.7619
C 2.7923 -1.3701 1.7219
C 4.0133 -0.7224 1.6638
C 4.0907 0.5812 1.2034
O 5.2902 1.2170 1.1556
H 1.0215 3.3784 -2.1139
H 2.7265 2.9299 -2.2705
H 1.5545 1.7418 -1.7010
H 2.4041 4.2918 -0.2318
H 1.1550 3.1750 0.3540
H 0.7980 1.0774 0.5391
H -0.4867 -0.7062 1.1143
H 0.1246 -1.7468 2.4110
H -1.6376 -2.9132 1.3589
H -0.9755 -4.3037 0.4889
H -1.5782 -3.4947 -1.6196
H -2.8783 -2.7619 -0.6838
H -0.8385 0.8596 -2.3790
H -1.8946 2.9740 -1.8107
H -3.6854 3.0750 -0.1026
H -3.3077 -1.1235 0.5250
H 0.1687 -1.8064 -2.7178
H 0.4980 -0.5265 -1.5292
H 1.8756 -2.1986 -0.6724
H 0.8243 -3.5165 -1.2027
H 2.7329 -2.3857 2.0796
H 4.9220 -1.2102 1.9773
H 5.1355 2.1115 0.8211
*
```

Its relative energy (zero: lowest compared OMol25 entry of this formula, charge and spin) is 4.02 kcal per mole. For the LUMO energy, the calculation gives 0.02448 Ha. The total energy comes out at -1335.5132 hartree. Its SMILES is CCOc1cc(CN2CCN(c3cccc(C(F)(F)F)c3)CC2)ccc1O.

=====

ORCA calculation (ωB97M-V with the def2-TZVPD basis set) on C45H56N2O3P2PdS2Si as an isolated structure.

Structure (ORCA input):
```
! RIJCOSX wB97M-V def2-TZVPD def2/J DEFGRID3
* xyz -2 1
Pd 0.7203 0.4267 0.1413
C 2.4680 -2.1978 -1.9616
C 1.4455 -1.6646 -2.9525
C 2.1117 -1.3472 -4.2880
C 0.3223 -2.6789 -3.1467
O 0.9337 -0.4755 -2.3558
Si -0.0288 0.7743 -2.8609
S -0.5367 2.0827 -1.3670
O -1.3327 -0.0369 -3.5431
C -2.2658 0.3420 -4.5340
C -2.6955 1.7940 -4.3425
C -1.6540 0.1413 -5.9180
C -3.4610 -0.5885 -4.3547
O 0.6735 1.4823 -4.2004
C 1.6114 2.5547 -4.2962
C 2.2979 2.3769 -5.6453
C 2.6298 2.4958 -3.1639
C 0.8485 3.8751 -4.2634
H 2.8221 -3.1836 -2.2789
H 2.0086 -2.2735 -0.9745
H 3.3085 -1.5094 -1.8663
H 2.5178 -2.2647 -4.7271
H 2.9276 -0.6386 -4.1400
H 1.3981 -0.9073 -4.9869
H 0.7385 -3.6156 -3.5300
H -0.4262 -2.3022 -3.8440
H -0.1720 -2.8824 -2.1941
H -1.8439 2.4657 -4.4702
H -3.0791 1.9428 -3.3313
H -3.4698 2.0593 -5.0697
H -0.7413 0.7302 -6.0143
H -2.3651 0.4431 -6.6935
H -1.4024 -0.9123 -6.0643
H -3.9308 -0.4210 -3.3832
H -3.1235 -1.6263 -4.3925
H -4.2053 -0.4271 -5.1402
H 2.7931 1.4049 -5.6846
H 3.0465 3.1585 -5.8023
H 1.5624 2.4254 -6.4528
H 3.1906 1.5607 -3.1857
H 2.1366 2.5533 -2.1922
H 3.3403 3.3229 -3.2405
H 0.1781 3.9461 -5.1258
H 1.5472 4.7165 -4.2925
H 0.2568 3.9334 -3.3483
C -0.6267 -1.5744 2.6728
N -0.7449 -0.5185 3.6758
C -0.1531 0.7976 3.4412
P 1.3815 0.7759 2.3793
C 1.7749 2.5764 2.6325
C 2.2287 3.0877 3.8503
C 2.4823 4.4423 4.0103
C 2.2808 5.3137 2.9449
C 1.8296 4.8172 1.7317
C 1.5821 3.4581 1.5732
C 2.6194 0.0632 3.5441
C 3.9754 0.2778 3.2623
C 4.9612 -0.3885 3.9736
C 4.6226 -1.2935 4.9748
C 3.2859 -1.5172 5.2623
C 2.2937 -0.8482 4.5492
C -1.6310 -0.6563 4.7266
C -1.9849 -1.9225 5.2326
C -2.8673 -2.0487 6.2919
C -3.4260 -0.9333 6.9040
C -3.0738 0.3196 6.4218
C -2.1986 0.4662 5.3563
P -0.8793 -1.1717 0.8416
C -1.1204 -2.9603 0.3720
C -2.2447 -3.4639 -0.2821
C -2.2785 -4.7715 -0.7557
C -1.1926 -5.6151 -0.5721
C -0.0660 -5.1319 0.0807
C -0.0277 -3.8194 0.5321
C -2.6414 -0.6423 0.8056
C -3.5006 -0.6426 1.9031
C -4.8047 -0.1710 1.7943
C -5.2755 0.2936 0.5745
C -4.4344 0.2855 -0.5313
C -3.1262 -0.1639 -0.4152
H -1.3084 -2.3781 2.9349
H 0.3880 -1.9895 2.6873
H 0.0564 1.2633 4.4065
H -0.8269 1.4573 2.8792
H 2.3985 2.4140 4.6840
H 2.8440 4.8165 4.9612
H 2.4885 6.3714 3.0595
H 1.6832 5.4820 0.8889
H 1.2472 3.0644 0.6170
H 4.2651 0.9597 2.4678
H 6.0006 -0.2071 3.7271
H 5.3956 -1.8217 5.5210
H 3.0052 -2.2163 6.0420
H 1.2540 -1.0237 4.7976
H -1.5447 -2.8124 4.8066
H -3.1105 -3.0421 6.6514
H -4.1154 -1.0386 7.7317
H -3.4987 1.2105 6.8701
H -1.9784 1.4555 4.9846
H -3.1049 -2.8235 -0.4357
H -3.1623 -5.1286 -1.2723
H -1.2169 -6.6312 -0.9472
H 0.7995 -5.7699 0.2167
H 0.8874 -3.4431 0.9788
H -3.1696 -1.0231 2.8603
H -5.4474 -0.1723 2.6671
H -6.2885 0.6697 0.4871
H -4.7866 0.6605 -1.4857
H -2.4668 -0.1225 -1.2755
S 5.7356 2.0373 -0.2451
C 4.2462 1.2693 -0.2662
N 3.2095 0.7369 -0.2805
*
```

Its relative energy (zero: lowest compared OMol25 entry of this formula, charge and spin) is 7.00 kcal per mole. For the LUMO energy, the calculation gives 0.15109 Ha. The total energy comes out at -3980.3486 hartree.

=====

ORCA calculation (ωB97M-V with the def2-TZVPD basis set) on C18H26N4O3S2 as an isolated structure.

Structure (ORCA input):
```
! RIJCOSX wB97M-V def2-TZVPD def2/J DEFGRID3
* xyz 0 1
C -3.7212 -2.1468 0.0776
C -3.3200 -1.2521 -1.0882
C -4.0808 0.0751 -1.1101
H -5.1539 -0.1237 -1.1013
H -3.8484 0.6093 -2.0360
C -3.7532 0.9817 0.0795
N -2.3635 1.3768 0.0888
C -1.4514 0.8559 0.9250
O -1.7592 0.0947 1.8337
C -0.0224 1.3198 0.7090
C 0.1169 2.8014 1.0682
C 1.5992 3.1690 1.1212
C 2.3791 2.6880 -0.1211
C 1.4330 2.1586 -1.2032
C 0.4965 1.0517 -0.7145
H -0.3298 0.9577 -1.4251
H 1.0309 0.1025 -0.7184
H 0.8441 2.9995 -1.5782
H 2.0247 1.7792 -2.0375
C 3.4903 1.6842 0.2337
N 3.0188 0.4475 0.8104
S 3.7214 -0.9905 0.3419
O 4.3873 -1.5854 1.4648
O 4.4725 -0.7605 -0.8606
C 2.3076 -2.0003 -0.0690
C 2.2932 -2.7210 -1.2334
C 1.2116 -3.5558 -1.5602
C 0.1321 -3.6855 -0.7226
C 0.1238 -2.9569 0.4732
N -0.8291 -2.9262 1.4187
S -0.3947 -1.9015 2.5545
N 1.0320 -1.4649 1.9754
C 1.2263 -2.0982 0.8088
H -0.7016 -4.3257 -0.9627
H 1.2395 -4.1052 -2.4887
H 3.1370 -2.6247 -1.8981
H 2.8713 0.4484 1.8064
H 4.2115 2.1798 0.8969
H 4.0159 1.3942 -0.6791
H 2.9073 3.5447 -0.5551
H 1.6899 4.2521 1.2229
H 2.0347 2.7213 2.0151
H -0.4032 3.4240 0.3375
H -0.3375 2.9886 2.0433
H 0.5938 0.7569 1.4145
H -2.0519 1.9762 -0.6591
H -4.3753 1.8814 0.0413
H -3.9407 0.4611 1.0190
H -3.5154 -1.7734 -2.0284
H -2.2452 -1.0604 -1.0376
H -3.2225 -3.1087 0.0001
H -4.7969 -2.3100 0.0831
H -3.4241 -1.7040 1.0236
*
```

Its relative energy (zero: lowest compared OMol25 entry of this formula, charge and spin) is 23.58 kcal per mole. For the LUMO energy, the calculation gives -0.01991 Ha. The total energy comes out at -1942.6328 hartree.

=====

ORCA calculation (ωB97M-V with the def2-TZVPD basis set) on an isolated ion of composition C6H12N3O and charge +1.

Structure (ORCA input):
```
! RIJCOSX wB97M-V def2-TZVPD def2/J DEFGRID3
* xyz 1 1
C 2.2103 1.1146 0.7674
O 2.1209 0.6593 -0.5611
C 0.8629 0.3342 -1.0184
N -0.2248 1.0571 -0.6266
C -1.3327 0.6223 -0.2464
C -2.5171 1.5028 -0.0107
C -1.6937 -0.8405 -0.0585
N -0.5087 -1.6767 0.1975
C 0.6239 -1.3235 -0.2946
N 1.7742 -1.9715 -0.1374
H 3.1428 1.6942 0.9341
H 2.2241 0.3959 1.5235
H 1.3286 1.8108 0.9463
H 0.9606 0.2627 -2.0710
H -3.0516 1.2681 0.8870
H -3.2350 1.4140 -0.8283
H -2.3113 2.5990 -0.0873
H -2.4547 -0.9936 0.7670
H -2.2134 -1.2596 -0.9647
H -0.4271 -2.5188 0.7599
H 2.6038 -1.4276 -0.4425
H 2.1181 -2.7231 0.5649
*
```

Its relative energy (zero: lowest compared OMol25 entry of this formula, charge and spin) is 68.64 kcal per mole. For the LUMO energy, the calculation gives -0.11448 Ha. The total energy comes out at -475.0416 hartree. Its SMILES is CO[C@@H]1N=C(C)CNC1=[NH2+].

=====

ORCA calculation (ωB97M-V with the def2-TZVPD basis set) on one molecule with the formula C21H23F2N7O.

Structure (ORCA input):
```
! RIJCOSX wB97M-V def2-TZVPD def2/J DEFGRID3
* xyz 0 1
O -2.1599 -0.0381 1.6893
C -1.5743 -0.7452 2.4805
N -2.1841 -1.4016 3.5298
C -3.5282 -1.3878 3.8866
C -4.5264 -0.7214 3.1818
C -5.8390 -0.7736 3.6159
C -6.1894 -1.4839 4.7510
C -5.2125 -2.1559 5.4678
C -3.9096 -2.0974 5.0278
F -2.9404 -2.7555 5.7256
N -0.2272 -0.9625 2.4494
C 0.6293 -0.4671 1.3797
C 0.2297 -1.0477 0.0195
C 1.1123 -0.4561 -1.0844
N 1.0989 0.9951 -1.1276
C -0.1371 1.5425 -1.6692
C -0.2229 1.2235 -3.1145
N -1.1905 0.5959 -3.7419
N -0.8350 0.5308 -5.0176
N 0.2906 1.0773 -5.2106
N 0.7236 1.5412 -4.0349
C 1.9970 2.1831 -3.8780
C 3.0441 1.2144 -3.3855
C 3.1565 -0.0383 -3.9759
C 4.0981 -0.9458 -3.5268
C 4.9298 -0.5769 -2.4857
F 5.8459 -1.4579 -2.0325
C 4.8488 0.6695 -1.8918
C 3.8973 1.5628 -2.3486
C 1.4772 1.5445 0.1586
C 0.5991 1.0622 1.3170
H -1.5982 -1.9412 4.1521
H -4.2573 -0.1680 2.2985
H -6.5977 -0.2503 3.0545
H -7.2155 -1.5192 5.0811
H -5.4463 -2.7203 6.3565
H 0.1654 -1.6553 3.0642
H 1.6488 -0.7908 1.6218
H 0.3362 -2.1338 0.0278
H -0.8170 -0.8103 -0.1697
H 0.7923 -0.8384 -2.0560
H 2.1526 -0.7608 -0.9278
H -1.0504 1.1693 -1.1871
H -0.1059 2.6311 -1.5489
H 1.8917 3.0145 -3.1772
H 2.2743 2.5685 -4.8649
H 2.5022 -0.3076 -4.7923
H 4.1926 -1.9237 -3.9709
H 5.5196 0.9244 -1.0864
H 3.8181 2.5367 -1.8909
H 1.4471 2.6351 0.0963
H 2.5149 1.2422 0.3372
H 0.9611 1.4805 2.2575
H -0.4300 1.3874 1.1697
*
```

Its relative energy (zero: lowest compared OMol25 entry of this formula, charge and spin) is 3.91 kcal per mole. For the LUMO energy, the calculation gives 0.01581 Ha. The total energy comes out at -1472.3133 hartree. Its SMILES is O=C(Nc1ccccc1F)NC1CCN(Cc2nnnn2Cc2ccc(F)cc2)CC1.

=====

ORCA calculation (ωB97M-V with the def2-TZVPD basis set) on one molecule with the formula C2H5Br.

Structure (ORCA input):
```
! RIJCOSX wB97M-V def2-TZVPD def2/J DEFGRID3
* xyz 0 1
C -0.5975 0.5579 -0.0155
C 0.4426 -0.5780 -0.0193
Br 2.2756 0.0541 0.0076
H -0.2998 1.2503 0.8029
H -0.6141 1.0908 -0.8738
H -1.5585 -0.0034 0.2643
H 0.2678 -1.1893 -0.9533
H 0.0838 -1.1824 0.7870
*
```

Its relative energy (zero: lowest compared OMol25 entry of this formula, charge and spin) is 0.00 kcal per mole. For the LUMO energy, the calculation gives 0.03884 Ha. The total energy comes out at -2653.1953 hartree. Its SMILES is CCBr.